172
Properties=species:S:1:pos:R:3:lowdin_charge:R:1 method="wB97M-V/def2-TZVPD" lumo_ev=0.522 homo_ev=-8.37 multiplicity=1 smiles="CN(C)P(=O)(N(C)C)N(C)C.CN(C)P(=O)(N(C)C)N(C)C.CC1(C)CCCC(C)(C)N1O.CC1(C)CCCC(C)(C)N1O.CC1(C)CCCC(C)(C)N1O.CO.CO.CO.CO" total_energy_ha=-3556.30753
O -2.857 -2.998 -2.317 -0.2697
P -3.950 -2.020 -2.407 0.4743
N -5.417 -2.438 -1.762 -0.3041
C -5.527 -2.527 -0.303 -0.1036
C -6.195 -3.549 -2.242 -0.1264
N -4.473 -1.616 -3.915 -0.3077
C -5.660 -1.011 -4.300 -0.1566
C -3.467 -1.621 -4.949 -0.0987
N -3.543 -0.670 -1.572 -0.2976
C -4.491 0.408 -1.361 -0.1065
C -2.494 -0.649 -0.539 -0.0936
H -4.827 -1.901 0.230 0.0573
H -5.269 -3.553 0.059 0.1006
H -6.537 -2.299 -0.024 0.0784
H -6.288 -3.520 -3.309 0.0696
H -7.180 -3.544 -1.780 0.0847
H -5.749 -4.504 -1.944 0.0896
H -5.952 -1.489 -5.249 0.0960
H -6.455 -1.001 -3.545 0.0858
H -5.550 0.042 -4.477 0.0763
H -2.606 -2.242 -4.726 0.0785
H -3.990 -2.014 -5.793 0.0682
H -3.087 -0.654 -5.291 0.0835
H -4.197 1.364 -1.820 0.0838
H -5.449 0.284 -1.918 0.0826
H -4.664 0.439 -0.339 0.0558
H -2.880 -0.785 0.481 0.0737
H -2.065 0.351 -0.498 0.0763
H -1.663 -1.331 -0.814 0.0787
O 1.771 0.686 -2.108 -0.2504
P 3.034 1.197 -2.605 0.4559
N 4.034 1.319 -1.324 -0.2744
C 3.695 1.086 0.084 -0.0849
C 5.388 1.860 -1.424 -0.1058
N 3.035 2.720 -3.225 -0.2771
C 2.736 3.729 -2.245 -0.1093
C 2.318 2.952 -4.496 -0.0750
N 3.641 0.328 -3.850 -0.2932
C 4.626 0.803 -4.729 -0.1381
C 3.032 -0.949 -4.216 -0.0822
H 3.461 2.027 0.606 0.0695
H 4.614 0.655 0.518 0.0905
H 2.936 0.324 0.265 0.0589
H 5.497 2.698 -2.124 0.0787
H 6.063 1.127 -1.807 0.0716
H 5.699 2.183 -0.462 0.0697
H 3.538 3.912 -1.515 0.0693
H 2.508 4.604 -2.808 0.0778
H 1.871 3.468 -1.597 0.0769
H 2.530 2.137 -5.146 0.0481
H 1.234 3.018 -4.391 0.0837
H 2.624 3.867 -4.982 0.0855
H 4.168 1.164 -5.672 0.0874
H 5.169 1.640 -4.306 0.0797
H 5.293 0.075 -5.060 0.0663
H 3.756 -1.751 -4.106 0.0671
H 2.830 -1.017 -5.288 0.0839
H 2.124 -1.189 -3.632 0.0806
C -1.973 -2.063 5.773 -0.0242
C -2.476 -0.786 5.073 -0.5182
C -3.916 -0.415 5.625 -0.1075
C -4.318 0.989 5.155 -0.2036
C -3.417 1.979 5.762 -0.1679
C -1.994 1.755 5.342 -0.4549
N -1.622 0.284 5.509 -0.0781
O -0.321 0.081 4.947 -0.0579
C -1.754 2.222 3.924 -0.0325
C -0.950 2.430 6.330 -0.0094
C -2.644 -1.037 3.578 -0.0327
H -1.022 -2.390 5.360 0.0558
H -2.632 -2.925 5.689 0.0847
H -1.696 -1.824 6.792 0.0859
H -4.575 -1.213 5.220 0.1231
H -3.921 -0.457 6.719 0.1193
H -5.386 1.095 5.374 0.1191
H -4.238 1.071 4.074 0.0989
H -3.563 1.895 6.856 0.1343
H -3.744 2.951 5.436 0.1182
H -2.223 3.221 3.762 0.1042
H -0.707 2.221 3.675 0.0648
H -2.191 1.521 3.233 0.0724
H -1.070 2.174 7.393 0.0855
H 0.019 2.130 5.965 0.0560
H -1.007 3.506 6.266 0.0708
H -3.188 -0.328 3.003 0.0542
H -3.185 -1.964 3.476 0.0859
H -1.664 -1.202 3.118 0.0693
H -0.426 0.110 3.966 0.0617
C -0.625 7.036 -0.528 -0.0444
C -0.519 5.957 0.573 -0.5239
C -1.110 4.673 0.123 -0.1335
C -0.752 3.527 1.096 -0.1600
C 0.748 3.413 1.323 -0.1153
C 1.362 4.733 1.667 -0.5285
N 0.920 5.750 0.751 -0.0714
O 1.507 6.993 1.152 -0.0458
C 1.120 5.129 3.137 -0.0151
C 2.890 4.650 1.604 -0.0217
C -1.297 6.561 1.792 -0.0246
H -1.685 7.107 -0.929 0.1079
H 0.041 6.815 -1.356 0.0742
H -0.255 7.956 -0.095 0.0689
H -2.153 4.733 -0.092 0.1156
H -0.716 4.339 -0.873 0.1230
H -1.154 2.599 0.684 0.1030
H -1.391 3.621 1.998 0.0726
H 1.150 3.037 0.394 0.1032
H 0.900 2.673 2.147 0.1085
H 0.035 5.220 3.314 0.0687
H 1.463 4.323 3.754 0.0666
H 1.561 6.079 3.382 0.0832
H 3.221 4.192 0.649 0.0630
H 3.357 5.609 1.733 0.0771
H 3.220 3.961 2.377 0.0761
H -1.742 5.759 2.384 0.0558
H -2.193 7.096 1.377 0.0958
H -0.685 7.140 2.501 0.0843
H 2.041 7.306 0.394 0.1207
C 1.124 -6.010 -4.658 -0.0410
C 2.064 -6.012 -3.435 -0.5273
C 3.498 -5.562 -3.817 -0.1257
C 4.344 -5.570 -2.560 -0.1973
C 3.762 -4.599 -1.529 -0.1109
C 2.209 -4.831 -1.213 -0.4914
N 1.510 -5.013 -2.502 -0.0792
O 0.128 -5.360 -2.207 -0.0345
C 1.928 -6.037 -0.268 -0.0078
C 1.683 -3.515 -0.719 -0.0527
C 2.112 -7.474 -3.024 -0.0434
H 0.913 -4.968 -4.851 0.0777
H 0.210 -6.579 -4.370 0.0965
H 1.655 -6.493 -5.487 0.0871
H 3.889 -6.323 -4.489 0.1177
H 3.533 -4.593 -4.318 0.1167
H 5.362 -5.136 -2.749 0.1239
H 4.465 -6.508 -2.056 0.0849
H 3.741 -3.642 -2.026 0.0898
H 4.303 -4.492 -0.561 0.1334
H 0.947 -6.473 -0.341 0.0681
H 2.656 -6.820 -0.551 0.0759
H 1.995 -5.672 0.758 0.0792
H 0.632 -3.689 -0.420 0.1007
H 2.251 -3.149 0.149 0.0813
H 1.788 -2.769 -1.485 0.0749
H 3.055 -7.810 -2.572 0.0776
H 1.955 -8.056 -3.927 0.0802
H 1.277 -7.636 -2.361 0.0782
H -0.350 -4.769 -2.789 0.0901
C 1.288 -2.902 3.301 -0.1324
O 2.679 -2.647 3.210 -0.1206
H 1.050 -3.930 3.660 0.0991
H 0.864 -2.215 4.022 0.0595
H 0.830 -2.664 2.353 0.0406
H 3.082 -2.710 4.073 0.0791
C -1.391 1.376 -3.388 -0.1749
O -0.660 2.188 -2.501 -0.1579
H -2.378 1.102 -2.946 0.0541
H -1.664 1.844 -4.295 0.0538
H -0.856 0.451 -3.596 0.0826
H 0.248 1.747 -2.415 0.0430
C 0.351 -0.879 0.825 -0.1523
O -0.065 0.180 1.715 -0.1359
H -0.305 -1.703 1.056 0.0634
H 0.135 -0.577 -0.188 0.0584
H 1.396 -1.166 0.867 0.0571
H 0.752 0.605 2.034 0.0358
C 2.950 1.061 3.861 -0.1331
O 2.610 0.360 2.686 -0.1530
H 2.483 2.031 3.832 0.0535
H 2.639 0.630 4.788 0.0682
H 4.048 1.246 3.951 0.0971
H 3.075 -0.510 2.706 0.0906